(1)
Molecular formula: C4H9N5
Method: DFT, the ωB97M-V functional and the def2-TZVPD basis

Geometry as XYZ:
```
18
Properties=species:S:1:pos:R:3:forces:R:3
C -2.414 -1.265 -0.253 -1.14 2.32 -1.11
C -1.675 -0.020 0.363 1.57 0.02 2.36
N -2.162 1.335 0.008 -2.49 0.78 0.17
C -0.093 -0.154 0.204 -0.38 -0.17 -3.51
N 0.491 -1.310 0.033 -0.22 2.02 1.00
N 1.999 -1.276 0.016 -1.34 1.44 0.06
C 2.462 -0.085 -0.020 4.51 -1.89 2.43
N 1.888 1.132 -0.044 0.03 -0.11 -0.11
N 0.497 1.101 -0.235 -1.14 -0.02 1.70
H -2.234 -1.345 -1.389 -0.13 0.58 1.59
H -3.628 -1.032 -0.160 3.26 -1.47 0.34
H -1.822 -2.097 0.133 -1.24 -0.57 0.37
H -1.514 -0.034 1.566 -1.68 -0.22 -2.31
H -2.996 1.751 0.613 2.51 -1.75 -1.22
H -2.585 1.367 -0.954 0.93 -0.33 1.15
H 3.587 0.058 0.427 -2.30 -0.74 -1.94
H 2.224 1.688 -0.788 1.04 0.71 -0.71
H 0.309 1.920 0.347 -1.78 -0.60 -0.27
```
Positions in Å, forces in eV/Å.

Properties
ΔE to the lowest compared entry with this formula, charge and spin in kcal/mol: 118.3
Gap between HOMO and LUMO in eV: 8.975
Electronic energy in eV: -11739.50129
SMILES: C[C@H](N)C1=NN=CNN1
E_LUMO in eV: 0.81


(2)
Molecular formula: C4H7NO2
Method: DFT, the ωB97M-V functional and the def2-TZVPD basis

Geometry as XYZ:
```
14
Properties=species:S:1:pos:R:3:forces:R:3
O 1.583 -0.640 0.805 -0.03 -0.02 0.12
C 0.905 -0.127 -0.322 -0.20 0.04 -0.45
C 0.237 1.212 -0.023 0.24 0.08 -0.13
N -0.683 1.003 1.096 -0.39 -0.22 -0.22
C -1.481 0.033 0.907 0.40 0.17 0.16
O -1.497 -0.795 -0.166 0.63 -0.40 0.15
C -0.207 -1.007 -0.845 -0.35 0.02 0.06
H 1.345 -0.104 1.574 -0.05 -0.18 -0.07
H 1.605 -0.142 -1.167 0.23 0.54 0.25
H -0.331 1.528 -0.910 0.18 0.07 0.12
H 0.950 1.995 0.239 -0.03 -0.09 -0.03
H -2.239 -0.198 1.661 0.08 -0.08 -0.38
H -0.366 -0.724 -1.891 -0.13 -0.16 0.17
H 0.118 -2.059 -0.805 -0.59 0.23 0.26
```
Positions in Å, forces in eV/Å.

Properties
ΔE to the lowest compared entry with this formula, charge and spin in kcal/mol: 38.3
Gap between HOMO and LUMO in eV: 10.861
Electronic energy in eV: -9845.61969
SMILES: O[C@@H]1CN=COC1
E_LUMO in eV: 0.84


(3)
Molecular formula: C20H19ClFeO6
Method: DFT, the ωB97M-V functional and the def2-TZVPD basis

Geometry as XYZ:
```
47
Properties=species:S:1:pos:R:3:forces:R:3
C -3.945 0.138 1.967 0.76 -0.34 -0.09
O -2.578 0.612 1.870 0.47 0.22 -0.23
C -1.490 -0.218 1.648 -0.04 -1.12 0.64
C -0.733 -0.852 2.689 -2.21 0.88 -0.16
C -0.196 -2.251 2.429 -0.42 -2.36 0.24
C 0.530 -2.500 1.003 2.69 1.61 1.60
C 0.338 -1.168 0.336 -0.27 -0.97 -4.46
C -0.803 -0.293 0.409 -0.52 -0.12 0.52
Fe 0.477 0.633 1.864 0.65 -1.48 0.27
C 1.577 0.525 3.213 2.83 0.00 5.71
O 2.258 0.535 4.203 -2.93 -0.17 -4.78
C -0.091 2.209 2.390 -1.10 3.36 1.18
O -0.363 3.256 2.803 0.36 -1.76 -0.73
C 1.891 1.259 0.922 1.24 1.50 -1.19
O 2.780 1.887 0.563 -0.49 -0.66 0.18
H -4.542 1.041 2.159 0.25 -0.39 -0.07
H -4.259 -0.325 1.014 0.11 0.15 0.44
H -4.058 -0.577 2.803 0.05 0.28 -0.39
H -1.171 -0.643 3.683 0.51 -0.56 -0.36
H 0.441 -2.454 3.311 0.07 -0.39 -0.78
H -1.058 -2.994 2.508 0.92 0.95 0.03
H 1.647 -2.626 1.214 -1.04 1.58 0.46
H 0.921 -0.953 -0.615 -0.53 -0.60 1.20
H -1.260 0.235 -0.432 0.71 -0.03 -0.01
C -3.524 -5.119 -1.593 0.02 -0.16 -0.26
C -2.678 -5.072 -0.335 -1.01 -0.17 -0.09
O -1.314 -4.763 -0.674 0.11 0.46 0.77
C -0.552 -4.675 0.446 -1.37 -2.00 0.97
C 0.767 -4.005 0.203 -2.11 0.37 0.77
C 1.906 -4.662 0.865 -1.86 -0.93 0.55
C 1.798 -5.291 2.126 0.90 -0.56 2.21
C 2.903 -5.342 2.969 -4.30 -0.73 -0.72
Cl 2.718 -5.939 4.571 0.20 -0.05 -0.09
C 4.171 -4.885 2.547 2.41 0.82 -0.42
C 4.314 -4.438 1.218 -0.60 0.53 -1.14
C 3.216 -4.381 0.372 3.63 0.85 -0.39
O -0.990 -5.136 1.516 1.30 1.45 -2.00
H -4.589 -5.138 -1.313 0.34 0.00 -0.05
H -3.356 -4.247 -2.241 -0.01 -0.25 0.21
H -3.317 -6.040 -2.158 -0.03 0.36 0.03
H -3.065 -4.289 0.345 0.33 -0.38 -0.19
H -2.741 -6.044 0.185 0.19 0.52 -0.13
H 0.982 -3.936 -0.878 -0.44 0.63 0.48
H 0.826 -5.635 2.488 0.49 0.19 -0.10
H 5.001 -4.916 3.236 0.06 0.01 -0.10
H 5.299 -4.107 0.875 -0.39 -0.27 0.02
H 3.333 -4.046 -0.668 0.08 -0.26 0.45
```
Positions in Å, forces in eV/Å.

Properties
Gap between HOMO and LUMO (alpha / beta) in eV: 5.812 / 5.789
Expectation value of S²: 6.10
Electronic energy in eV: -80234.05950
Multiplicity: 5
E_LUMO (alpha / beta) in eV: 0.42 / -2.96


(4)
Molecular formula: C5H11IN3
Method: DFT, the ωB97M-V functional and the def2-TZVPD basis

Geometry as XYZ:
```
20
Properties=species:S:1:pos:R:3:forces:R:3
C 0.847 0.107 -0.553 2.36 0.32 -2.23
C -0.993 0.740 1.469 0.11 -0.52 -0.13
C -0.296 1.918 0.635 -3.84 -1.79 1.31
C -1.245 -0.407 0.468 -0.70 0.62 1.00
C -0.319 -2.059 -1.008 0.55 -1.75 -0.61
N 0.807 1.331 -0.058 1.74 2.39 0.35
N -0.100 -0.766 -0.353 0.19 -0.59 -0.42
N 2.010 -0.156 -1.450 -1.91 -1.99 2.91
I 3.549 -0.739 -0.113 -0.33 0.10 -0.67
H -0.304 0.340 2.285 -0.95 0.81 -0.86
H -2.054 0.943 1.866 1.92 0.25 -0.32
H -1.149 2.322 0.023 1.27 -0.29 -0.17
H -0.046 2.693 1.314 0.89 0.68 0.38
H -1.541 -1.313 1.028 -0.04 0.54 -0.42
H -2.042 -0.084 -0.222 0.04 -0.42 0.25
H -0.822 -2.708 -0.274 -0.51 0.60 -0.45
H -0.839 -2.023 -1.994 0.04 0.40 1.00
H 0.538 -2.727 -1.186 0.55 1.14 -0.02
H 1.700 1.912 0.028 -1.59 -1.61 -0.63
H 2.301 0.675 -1.905 0.23 1.11 -0.26
```
Positions in Å, forces in eV/Å.

Properties
ΔE to the lowest compared entry with this formula, charge and spin in kcal/mol: 36.4
Gap between HOMO and LUMO in eV: 8.805
Net charge: +1
Electronic energy in eV: -17926.93394
E_LUMO in eV: -4.52


(5)
Molecular formula: C5H8LiNaO6
Method: DFT, the ωB97M-V functional and the def2-TZVPD basis

Geometry as XYZ:
```
21
Properties=species:S:1:pos:R:3:forces:R:3
O -0.763 -1.151 0.357 -1.37 0.22 -0.56
C -1.433 -1.072 1.428 4.63 0.20 0.08
O -1.539 0.022 2.040 -1.84 0.19 -0.22
O -1.602 -2.238 2.087 -1.64 -0.04 1.41
C -0.453 -3.021 2.368 0.26 -0.22 -0.77
H 0.478 -2.439 2.329 -0.31 0.05 -0.07
H -0.530 -3.473 3.366 -0.30 0.19 -0.32
H -0.416 -3.791 1.591 0.34 -0.12 0.29
C 1.443 0.743 -0.861 0.11 1.09 -0.69
H 0.831 0.197 -0.130 -0.47 -0.37 -1.23
H 2.373 0.176 -0.990 -0.36 0.15 -0.29
C 1.734 2.092 -0.226 0.27 0.08 -0.04
H 2.507 2.623 -0.797 -0.35 0.13 0.18
H 0.823 2.696 -0.112 0.28 -0.07 -0.31
H 2.108 1.928 0.793 0.07 -0.05 -0.21
Li -1.243 0.888 0.277 0.09 -0.62 -0.03
Na -2.806 2.063 -3.736 0.93 -0.85 0.53
O 0.915 0.939 -2.299 1.65 -0.61 2.05
O -0.890 0.452 -3.490 0.23 1.54 -0.97
O -1.147 1.377 -1.523 -0.08 1.37 0.40
C -0.391 0.987 -2.472 -2.13 -2.27 0.74
```
Positions in Å, forces in eV/Å.

Properties
ΔE to the lowest compared entry with this formula, charge and spin in kcal/mol: 0.0
Gap between HOMO and LUMO in eV: 6.838
Electronic energy in eV: -22223.52647
E_LUMO in eV: -1.62